[1]
Computed, not measured: 3 unconnected molecules or ions with the total composition CH9N3P at a distorted geometry, with ωB97M-V/def2-TZVPD.

```
! RIJCOSX wB97M-V def2-TZVPD def2/J DEFGRID3
* xyz 1 1
C 0.244 -1.180 -0.099
N -1.060 -0.958 -0.082
N 0.931 -2.326 0.019
N -1.718 1.864 0.115
P 2.003 1.110 -0.063
H -1.703 -1.691 -0.254
H -1.504 0.053 -0.141
H 1.865 -2.271 0.339
H 0.421 -3.209 0.287
H -2.632 2.181 -0.068
H -1.644 1.362 0.985
H -1.042 2.611 0.052
H 2.442 1.554 -1.268
H 3.397 0.899 0.178
*
```

The largest force on an atom comes out at 3.0 eV/Å. The calculated total energy is -14932.2117 eV. Its energy relative to the best compared isomer or geometry (same formula, charge and spin) is 77.7 kcal/mol. For the LUMO energy (spin up / spin down), the calculation gives -5.7 / -6.0 eV.

For each atom in turn, the Löwdin charge in e is: C -0.2365; N 0.1212; N 0.1140; N 0.0390; P 0.8045; H 0.1081; H 0.0952; H 0.0866; H 0.1557; H 0.0286; H 0.0299; H 0.0320; H -0.2130; H -0.1655

[2]
Computed, not measured: 9 unconnected molecules or ions with the total composition C49H92N10O16S2 at a distorted geometry, with ωB97M-V/def2-TZVPD.

```
! RIJCOSX wB97M-V def2-TZVPD def2/J DEFGRID3
* xyz 0 1
C 4.964 -5.403 -0.703
C 4.944 -4.244 0.300
C 3.567 -3.660 0.629
C 2.849 -2.707 -0.367
O 1.571 -3.338 -0.602
C 1.210 -3.418 -1.986
C 0.540 -4.806 -2.145
C -0.775 -4.887 -2.920
C -0.690 -4.586 -4.392
O -0.726 -3.466 -4.908
O -0.618 -5.698 -5.197
S 0.059 -2.002 -2.221
C -0.608 -1.549 -0.619
C -1.608 -2.554 -0.086
O -1.443 -3.771 -0.141
O -2.771 -2.033 0.517
C -3.899 -2.428 -0.265
C -4.327 -1.392 -1.295
C -5.532 -1.860 -2.070
O -4.642 -0.166 -0.602
C -4.270 0.939 -1.327
O -4.812 1.218 -2.400
C -3.210 1.881 -0.777
S -2.979 1.777 1.030
C 2.613 -3.373 -2.632
N 2.794 -3.174 -4.044
C 2.664 -4.146 -4.856
C 3.000 -5.601 -4.630
C 2.203 -3.820 -6.255
C 3.383 -2.364 -1.770
O 4.738 -2.601 -2.130
C 3.236 -0.879 -2.082
C 2.581 -0.322 -3.132
C 2.516 1.037 -3.362
C 3.133 1.842 -2.447
C 3.765 1.176 -1.441
N 3.839 -0.097 -1.201
H 4.958 -5.028 -1.720
H 5.913 -5.924 -0.579
H 4.189 -6.143 -0.517
H 5.631 -3.486 -0.061
H 5.392 -4.607 1.222
H 2.897 -4.492 0.826
H 3.656 -3.145 1.582
H 2.740 -1.770 0.176
H 0.302 -5.108 -1.130
H 1.229 -5.554 -2.521
H -1.570 -4.281 -2.510
H -1.114 -5.919 -2.846
H -0.926 -5.385 -6.060
H 0.129 -1.422 0.173
H -1.119 -0.594 -0.703
H -4.768 -2.630 0.358
H -3.714 -3.338 -0.829
H -3.478 -1.268 -1.975
H -5.269 -2.701 -2.708
H -5.873 -1.081 -2.741
H -6.375 -2.098 -1.427
H -2.273 1.723 -1.299
H -3.592 2.875 -0.967
H -3.040 0.478 1.384
H 3.046 -4.306 -2.258
H 2.104 -6.212 -4.563
H 3.650 -5.961 -5.420
H 3.556 -5.720 -3.705
H 1.700 -4.659 -6.722
H 1.653 -2.892 -6.286
H 3.116 -3.659 -6.840
H 5.321 -2.037 -1.606
H 2.054 -0.939 -3.833
H 1.991 1.439 -4.210
H 3.134 2.912 -2.523
H 4.269 1.806 -0.721
C -9.494 1.068 1.468
C -8.301 0.443 0.795
O -8.402 -0.456 -0.031
N -7.077 0.920 1.144
C -6.766 1.970 2.094
H -10.400 0.595 1.099
H -9.440 0.920 2.547
H -9.533 2.136 1.242
H -6.315 0.465 0.662
H -6.227 2.773 1.584
H -6.126 1.568 2.882
H -7.667 2.377 2.539
C 1.707 4.658 5.173
C 1.984 3.714 4.023
O 1.126 2.984 3.558
N 3.245 3.707 3.514
C 4.388 4.495 3.933
H 0.668 4.554 5.472
H 2.340 4.420 6.026
H 1.881 5.690 4.867
H 3.366 3.057 2.754
H 4.740 5.099 3.095
H 5.193 3.827 4.247
H 4.135 5.153 4.758
C -1.106 0.582 4.347
C -0.191 -0.377 5.074
O 0.971 -0.093 5.325
N -0.707 -1.573 5.458
C -2.054 -2.075 5.252
H -0.556 1.487 4.101
H -1.480 0.139 3.422
H -1.947 0.847 4.992
H -0.046 -2.161 5.941
H -2.513 -2.287 6.219
H -2.013 -2.998 4.672
H -2.666 -1.353 4.723
C -12.795 -1.701 0.534
C -13.791 -0.690 1.051
O -13.920 -0.449 2.239
N -14.555 -0.043 0.128
C -14.541 -0.196 -1.316
H -12.258 -2.135 1.371
H -13.309 -2.500 -0.002
H -12.075 -1.217 -0.128
H -15.199 0.618 0.532
H -14.299 0.762 -1.780
H -15.529 -0.512 -1.657
H -13.809 -0.932 -1.627
C 8.606 1.649 -5.116
C 7.262 2.243 -4.776
O 6.982 3.411 -5.005
N 6.353 1.418 -4.192
C 6.494 0.032 -3.845
H 9.228 2.414 -5.573
H 9.102 1.290 -4.215
H 8.487 0.828 -5.825
H 5.467 1.853 -3.987
H 5.724 -0.526 -4.382
H 6.325 -0.067 -2.769
H 7.474 -0.348 -4.112
C 2.999 1.480 7.119
C 4.440 1.109 6.879
O 4.776 0.189 6.156
N 5.389 1.861 7.516
C 5.192 2.988 8.409
H 2.324 0.825 6.563
H 2.765 1.391 8.182
H 2.822 2.502 6.789
H 6.333 1.568 7.319
H 5.686 3.870 7.997
H 5.632 2.763 9.382
H 4.138 3.204 8.541
C 12.229 1.980 -1.339
C 11.947 1.373 -2.692
O 10.870 0.872 -2.970
N 12.950 1.403 -3.609
C 14.286 1.952 -3.463
H 11.344 1.884 -0.718
H 13.055 1.460 -0.853
H 12.472 3.038 -1.440
H 12.701 0.983 -4.491
H 14.441 2.734 -4.208
H 15.022 1.162 -3.624
H 14.434 2.373 -2.475
C -8.573 5.860 2.521
C -8.899 5.271 1.170
O -9.424 4.175 1.047
N -8.584 6.009 0.075
C -7.963 7.321 0.022
H -8.879 5.163 3.294
H -7.500 6.034 2.611
H -9.109 6.799 2.666
H -8.826 5.561 -0.795
H -8.631 8.018 -0.485
H -7.029 7.257 -0.539
H -7.751 7.697 1.017
*
```

The largest force on an atom comes out at 3.3 eV/Å. The calculated total energy is -121637.9671 eV. Its energy relative to the best compared isomer or geometry (same formula, charge and spin) is 0.0 kcal/mol. For the LUMO energy, the calculation gives 0.4 eV.

Atom charges from the Löwdin analysis, given in e for atoms 1 to 99: C -0.1004; C -0.2395; C -0.0966; C -0.1849; O -0.1303; C -0.5350; C -0.1064; C -0.1156; C -0.4741; O 0.0523; O 0.0765; S 1.0731; C -0.3360; C -0.4352; O 0.1036; O -0.0225; C -0.1299; C -0.3289; C -0.0133; O -0.0503; C -0.4847; O 0.1116; C -0.4188; S 0.7350; C -0.2271; N 0.1637; C -0.3600; C -0.0148; C -0.0356; C -0.3295; O 0.0135; C -0.2255; C -0.0597; C -0.0452; C -0.0767; C -0.1754; N 0.1403; H 0.0461; H 0.0699; H 0.0757; H 0.0926; H 0.1025; H 0.1170; H 0.1123; H 0.1365; H 0.1164; H 0.1121; H 0.0936; H 0.1276; H 0.1208; H 0.1051; H 0.0727; H 0.1445; H 0.1299; H 0.1589; H 0.0906; H 0.0838; H 0.0885; H 0.0784; H 0.0793; H -0.1512; H 0.1276; H 0.0762; H 0.0879; H 0.0674; H 0.0735; H 0.0740; H 0.0884; H 0.0950; H 0.0780; H 0.1128; H 0.1090; H 0.1072; C -0.0014; C -0.5387; O 0.0164; N 0.0252; C -0.0818; H 0.0709; H 0.0902; H 0.0458; H 0.1043; H 0.0713; H 0.0786; H 0.0656; C -0.0081; C -0.5436; O 0.0327; N 0.0154; C -0.0744; H 0.0851; H 0.0587; H 0.0844; H 0.1400; H 0.0814; H 0.0820; H 0.0695; C -0.0028; C -0.5254